{"formula": "C17H56F6N23O19S2", "method": "ωB97M-V/def2-TZVPD", "lumo_energy_ev": 1.02, "homo_lumo_gap_ev": 6.7, "total_energy_ha": -4766.03455, "total_charge": -1, "spin_multiplicity": 1, "species": ["C", "F", "F", "F", "S", "O", "O", "N", "S", "O", "O", "C", "F", "F", "F", "C", "O", "N", "N", "H", "H", "H", "H", "C", "O", "N", "N", "H", "H", "H", "H", "C", "O", "N", "N", "H", "H", "H", "H", "C", "O", "N", "N", "H", "H", "H", "H", "C", "O", "N", "N", "H", "H", "H", "H", "C", "O", "N", "N", "H", "H", "H", "H", "C", "O", "N", "N", "H", "H", "H", "H", "C", "O", "N", "N", "H", "H", "H", "H", "C", "O", "N", "N", "H", "H", "H", "H", "C", "O", "N", "N", "H", "H", "H", "H", "C", "O", "N", "N", "H", "H", "H", "H", "C", "C", "O", "O", "H", "H", "H", "H", "H", "H", "C", "C", "O", "O", "H", "H", "H", "H", "H", "H"], "positions_angstrom": [[-1.696273, -0.531172, 2.179627], [-1.341950, 0.553969, 2.835839], [-1.395242, -1.759762, 2.691132], [-3.043227, -0.551955, 2.219240], [-1.107264, -0.315893, 0.336703], [-2.060818, -1.155581, -0.347696], [-1.103442, 1.150696, 0.074742], [0.524153, -0.937619, 0.353890], [0.905110, -1.067519, -1.145532], [1.472184, -2.400194, -1.325963], [0.084480, -0.565653, -2.238007], [2.505275, 0.020628, -1.086185], [2.363281, 1.150796, -0.399890], [3.454427, -0.714844, -0.586923], [2.898746, 0.143644, -2.368237], [-2.625545, -1.710407, 6.105949], [-2.366625, -2.580727, 6.944279], [-1.802778, -0.993555, 5.446000], [-3.776249, -1.430796, 5.684905], [-2.141689, -0.131342, 5.043722], [-0.824617, -1.244016, 5.422151], [-3.902318, -0.940819, 4.810760], [-4.500147, -1.843961, 6.255325], [2.041280, 0.965602, -5.162056], [2.982115, 0.508215, -5.844451], [0.839265, 0.640836, -5.446439], [2.124688, 1.922489, -4.197710], [0.666588, -0.080071, -6.132421], [0.070033, 1.219752, -5.141077], [2.949658, 2.491632, -4.072851], [1.379927, 2.094492, -3.537533], [-0.456592, 4.113698, -2.716677], [0.485851, 4.603702, -2.219184], [-0.546308, 4.006341, -3.984439], [-1.452387, 3.611978, -2.125651], [0.302275, 4.252113, -4.473949], [-1.317388, 3.484764, -4.376229], [-1.639628, 3.722911, -1.139378], [-2.193575, 3.283702, -2.728127], [-5.204062, 0.346491, 0.064516], [-5.233272, -0.845626, 0.211484], [-4.901959, 1.006945, -1.041229], [-5.482892, 1.188188, 1.011512], [-4.948283, 0.390536, -1.839980], [-4.918672, 2.016542, -1.064050], [-5.460465, 0.810942, 1.948144], [-5.336762, 2.154893, 0.758087], [-2.766589, 1.084316, -4.302044], [-1.862360, 1.764997, -4.839755], [-2.470602, 0.274387, -3.357100], [-4.039857, 1.289862, -4.275667], [-1.481336, 0.071966, -3.378797], [-3.142890, -0.196769, -2.768759], [-4.390096, 2.212029, -4.492526], [-4.647657, 0.622674, -3.822291], [3.178958, 0.206473, 3.063301], [3.144290, -0.877451, 3.631231], [2.230905, 0.508180, 2.275220], [4.092282, 1.119079, 3.371763], [1.609832, -0.107428, 1.769857], [2.106969, 1.491476, 2.080597], [4.811396, 0.785858, 3.997805], [4.003223, 2.000337, 2.886427], [1.606649, -6.403718, -1.793495], [2.746456, -6.722562, -1.927435], [0.764203, -7.382777, -1.435269], [1.030518, -5.215481, -2.006866], [1.083095, -8.287412, -1.751564], [-0.128967, -6.995887, -1.704822], [0.028215, -5.154372, -2.115251], [1.600739, -4.447881, -2.332049], [-2.798273, 4.297273, 1.186178], [-3.437405, 5.223356, 1.612837], [-1.505773, 4.243834, 1.332015], [-3.290747, 3.295939, 0.500534], [-1.111752, 3.314222, 1.306022], [-1.193815, 5.008969, 1.912819], [-2.828565, 2.400907, 0.427097], [-4.133381, 3.585072, 0.024640], [2.224057, 3.913838, 1.432679], [2.678484, 3.422003, 2.378640], [1.276031, 3.432250, 0.663994], [2.616009, 5.072030, 1.067843], [0.898574, 4.082165, -0.010720], [1.062066, 2.456600, 0.813754], [3.313560, 5.484506, 1.670650], [2.377922, 5.510719, 0.189799], [4.454788, 5.208150, -1.956996], [4.920378, 5.506776, -0.834442], [3.477355, 4.358882, -2.213706], [4.953788, 5.619003, -3.130621], [3.073767, 3.738627, -1.526319], [3.041274, 4.353394, -3.124689], [5.868401, 6.044182, -3.183562], [4.522821, 5.225947, -3.955160], [5.741313, -2.108185, 1.036559], [4.937663, -2.554807, 1.876080], [6.414292, -2.808763, 0.246772], [6.027629, -0.913513, 0.831961], [6.458877, -3.802416, 0.422182], [6.971653, -2.289190, -0.416167], [6.843011, -0.736297, 0.262883], [5.415205, -0.232144, 1.257132], [1.319422, -4.011915, 1.695302], [2.600983, -4.881193, 1.525575], [3.394008, -4.976636, 2.726027], [1.820299, -2.701006, 1.870257], [0.622343, -4.270305, 2.492420], [0.790552, -3.801795, 0.765650], [3.197551, -4.521829, 0.687093], [2.311063, -5.906046, 1.293773], [3.741247, -5.871546, 2.738556], [1.297071, -2.110265, 1.323583], [-6.286962, -4.219092, 2.006824], [-5.160617, -3.348542, 2.491449], [-4.087437, -3.171636, 1.556010], [-5.915566, -5.552840, 1.704725], [-6.694973, -3.715468, 1.130479], [-7.031268, -4.170729, 2.801658], [-4.595796, -3.622428, 3.382559], [-5.483352, -2.404656, 2.930806], [-4.252673, -2.256841, 1.316318], [-5.231379, -5.533443, 1.031599]], "atomic_forces_ev_per_a": [[-0.6, -1.9, -0.8], [0.8, -0.4, 0.8], [1.0, 2.2, -0.5], [-0.1, 0.7, -0.6], [0.9, 0.3, 0.8], [0.6, 0.6, 0.1], [-0.3, -2.1, 0.7], [-5.6, 2.2, 0.6], [4.2, -1.7, -2.6], [-0.8, 1.4, -0.2], [0.1, 0.2, 1.3], [-0.9, -2.2, -1.5], [0.2, 0.1, -1.1], [0.6, -0.3, 1.7], [-0.5, 1.4, 0.1], [2.8, -3.8, 3.2], [0.0, 0.4, -0.1], [5.5, 2.9, -2.1], [-7.8, 0.6, -0.6], [0.7, -0.3, 0.0], [0.0, 0.4, 0.0], [-0.5, -0.4, 0.5], [-0.5, 0.3, -0.7], [4.3, 0.4, -1.5], [-0.1, 0.8, 1.4], [-4.9, -1.3, -0.6], [0.6, 1.4, 0.7], [0.2, 0.3, 0.2], [-0.3, -0.3, -0.1], [0.0, -0.8, -0.1], [0.0, -0.2, -0.3], [0.5, 0.2, -0.9], [5.1, 2.6, 3.6], [0.2, 0.2, -5.5], [-5.6, -2.4, 3.6], [-0.5, -0.2, -0.4], [0.7, -0.1, -0.7], [0.2, 0.0, -0.2], [-0.1, -0.2, 0.7], [-0.1, -0.7, 0.5], [0.0, -2.0, -0.5], [0.7, -0.3, -3.1], [-0.9, 1.9, 2.9], [0.1, 0.9, -0.2], [-0.1, -0.6, -0.7], [-0.1, 0.7, 0.0], [-0.2, -0.2, 1.4], [2.9, 2.3, 0.7], [-1.4, -0.3, -1.0], [2.8, -3.5, 1.7], [-5.2, 2.1, -1.9], [0.0, -0.8, 1.1], [0.8, -0.1, 0.0], [-0.2, -0.4, -0.4], [0.1, 0.5, -0.4], [1.1, -4.4, 4.3], [0.9, -0.5, 0.6], [-4.3, 3.4, -4.4], [1.2, 1.3, -0.4], [0.6, -0.3, 0.8], [0.2, -0.1, 0.0], [-0.1, 0.6, -0.2], [0.7, 0.2, 0.6], [0.3, -0.7, -0.2], [3.4, 0.7, -0.5], [-2.5, -0.1, 0.6], [-0.1, 1.2, -0.4], [-0.5, 0.1, 0.0], [-0.8, -1.7, 0.3], [0.4, 0.3, 0.1], [-0.2, 0.0, 0.3], [-0.2, 1.5, 1.1], [-1.7, 1.6, 0.1], [2.8, -0.1, 0.6], [-2.4, -1.9, -1.8], [0.9, 0.4, 0.2], [0.7, -0.6, 0.2], [-0.1, 0.0, -0.6], [0.1, -0.7, 0.1], [-1.9, 1.0, -2.7], [2.5, -4.0, 5.9], [-1.7, -1.5, -0.9], [1.8, 5.5, -1.2], [-0.5, -0.9, -0.5], [-0.6, 0.4, -0.8], [0.0, 0.1, -0.6], [0.3, -0.1, 0.2], [2.1, 0.4, 2.4], [-0.8, -0.4, -1.9], [-2.5, -2.0, 0.4], [1.1, 1.4, -1.5], [0.0, 0.5, 0.1], [-0.1, 0.0, 0.5], [-0.4, 0.0, 0.0], [0.7, 0.3, 0.0], [-5.4, -3.6, 5.7], [0.9, 0.6, -0.9], [3.9, -5.8, -4.5], [0.7, 8.5, 0.0], [0.2, 0.2, -0.5], [0.1, -1.4, -0.2], [-0.6, 1.1, 0.5], [0.6, 0.4, -0.1], [1.7, 1.3, -0.9], [-1.1, -0.9, 0.4], [-0.5, 0.3, -0.3], [0.4, 0.6, 1.3], [0.2, -0.5, 0.2], [-0.4, -1.8, -0.5], [0.0, 0.4, 0.1], [-0.3, -0.2, -0.4], [0.0, 0.1, 0.0], [0.1, -0.4, 0.3], [0.5, 0.6, 0.1], [2.0, 0.0, 1.2], [-1.1, 0.4, 0.0], [-0.4, 0.1, 0.4], [-0.2, 0.0, -0.2], [-0.2, -0.6, -0.1], [-0.5, -1.5, 0.3], [-0.8, 0.6, -0.9], [0.5, 0.2, -1.1], [0.2, 0.2, 0.0]], "mulliken_charge": [0.16, -0.27, -0.20, -0.04, -0.04, -0.48, 0.64, -0.30, 0.00, -0.56, -0.28, 0.41, 0.14, -0.23, -0.23, 0.68, -0.72, -0.31, -0.39, 0.17, 0.17, 0.18, 0.21, 0.53, -0.78, -0.12, 0.12, 0.20, 0.15, 0.08, -0.13, 0.81, -0.69, -0.33, -0.23, 0.27, 0.19, 0.05, -0.10, 0.53, -0.73, -0.12, -0.36, 0.07, 0.12, 0.30, 0.10, 0.65, -0.83, 0.16, -0.40, 0.07, 0.01, 0.23, 0.24, 0.63, -0.65, 0.31, -0.32, -0.19, 0.00, 0.24, 0.22, 0.69, -0.67, -0.47, -0.16, 0.25, 0.18, 0.09, 0.12, 0.33, -0.73, -0.10, 0.11, -0.02, 0.19, -0.12, 0.16, 0.81, -0.84, 0.45, -0.33, 0.07, -0.60, 0.22, 0.15, 0.63, -0.68, 0.04, -0.39, -0.09, 0.06, 0.24, 0.15, 0.81, -0.61, -0.43, -0.39, 0.25, 0.09, 0.13, 0.18, -0.14, -0.56, -0.51, -0.10, 0.21, 0.13, 0.06, 0.53, 0.31, 0.32, -0.48, -0.21, -0.35, -0.55, 0.23, 0.33, 0.43, 0.24, 0.02, 0.33]}